Entry 1:
The following is a quantum chemistry calculation of 3 unconnected molecules or ions with the total composition C3H13NO2S at a distorted geometry, from the Open Molecules 2025 dataset.

Values from the calculation:
**2S+1**: 1
**Energy relative to the best compared isomer or geometry (same formula, charge and spin)**: 42.03 kcal/mol
**Kohn-Sham gap**: 0.34717 hartree
**Structure (SMILES)**: C[C@@H](N)CS.O.O
**Charge**: 0

Atoms and positions in Å:
C1 -1.09 -3.90 0.19
C2 -0.66 -2.56 -0.44
N1 -1.42 -1.49 0.00
C3 0.89 -2.34 -0.28
S1 1.11 -0.79 -1.19
H1 -0.41 -4.68 0.08
H2 -2.00 -4.41 -0.41
H3 -1.26 -3.53 1.23
H4 -0.97 -2.55 -1.49
H5 -1.26 -1.30 0.96
H6 -1.27 -0.54 -0.41
H7 1.14 -2.31 0.77
H8 1.45 -3.29 -0.64
H9 2.43 -0.88 -1.45
O1 0.48 6.08 -1.16
H10 0.45 6.26 -0.13
H11 0.13 5.13 -1.23
O2 0.54 5.46 1.80
H12 0.35 6.13 2.50
H13 1.37 5.53 1.30

natural (NBO) atomic charge list, values in e, 8 entries: atom 1 (C): -0.61, atom 2 (C): -0.06, atom 3 (N): -0.83, atom 4 (C): -0.55, atom 5 (S): -0.05, atom 6 (H): 0.21, atom 7 (H): 0.22, atom 8 (H): 0.21

Entry 2:
The following is a quantum chemistry calculation of a molecular structure, C46H93FN2S at a distorted geometry, from the Open Molecules 2025 dataset.

Values from the calculation:
**2S+1**: 1
**Kohn-Sham gap**: 0.27989 hartree
**Charge**: 0

Atoms and positions in Å:
C1 7.90 -4.71 0.29
C2 7.34 -4.05 -0.78
C3 6.34 -2.99 -0.46
C4 4.94 -3.33 -0.33
C5 4.03 -2.38 0.00
C6 2.57 -2.72 0.19
C7 2.29 -2.92 1.67
F1 2.24 -3.87 -0.52
C8 4.47 -1.05 0.21
N1 3.70 0.00 0.52
S1 4.70 1.26 0.61
N2 6.10 0.57 0.24
C9 5.85 -0.73 0.05
C10 6.80 -1.73 -0.28
H1 7.26 -5.35 0.89
H2 8.93 -4.56 0.60
H3 7.58 -4.28 -1.82
H4 4.63 -4.35 -0.50
H5 1.98 -1.88 -0.20
H6 3.13 -3.46 2.11
H7 1.40 -3.53 1.83
H8 2.22 -1.94 2.15
H9 7.85 -1.52 -0.38
C11 -1.10 -2.66 -0.33
C12 -0.91 -1.74 -1.54
C13 -0.93 -0.26 -1.18
C14 -2.24 0.24 -0.57
C15 -3.48 0.02 -1.43
C16 -3.43 0.75 -2.77
H10 -2.07 -2.51 0.15
H11 -1.04 -3.70 -0.64
H12 -0.32 -2.48 0.41
H13 -1.68 -1.96 -2.29
H14 0.04 -1.97 -2.01
H15 -0.70 0.33 -2.08
H16 -0.12 -0.05 -0.48
H17 -2.14 1.31 -0.36
H18 -2.39 -0.24 0.40
H19 -4.35 0.36 -0.88
H20 -3.63 -1.05 -1.61
H21 -3.32 1.83 -2.62
H22 -4.35 0.59 -3.33
H23 -2.60 0.41 -3.39
C17 -1.94 2.43 -6.87
C18 -3.08 3.04 -6.06
C19 -4.45 2.47 -6.44
C20 -4.88 2.73 -7.88
C21 -4.93 4.20 -8.28
C22 -5.93 5.02 -7.48
H24 -2.03 2.65 -7.94
H25 -0.98 2.84 -6.54
H26 -1.90 1.35 -6.74
H27 -3.07 4.13 -6.18
H28 -2.90 2.84 -5.00
H29 -5.20 2.88 -5.75
H30 -4.45 1.39 -6.26
H31 -5.88 2.29 -8.03
H32 -4.22 2.19 -8.56
H33 -5.20 4.26 -9.34
H34 -3.93 4.65 -8.20
H35 -6.94 4.62 -7.58
H36 -5.94 6.06 -7.83
H37 -5.67 5.04 -6.42
C23 -6.36 -4.87 1.85
C24 -7.51 -4.32 1.02
C25 -7.06 -3.67 -0.29
C26 -6.14 -2.46 -0.13
C27 -6.71 -1.32 0.70
C28 -7.97 -0.70 0.10
H38 -5.66 -4.09 2.16
H39 -6.73 -5.36 2.75
H40 -5.79 -5.62 1.28
H41 -8.08 -3.60 1.62
H42 -8.20 -5.13 0.78
H43 -7.94 -3.38 -0.87
H44 -6.54 -4.42 -0.90
H45 -5.88 -2.08 -1.13
H46 -5.19 -2.78 0.31
H47 -5.94 -0.54 0.79
H48 -6.91 -1.66 1.72
H49 -7.77 -0.32 -0.90
H50 -8.31 0.13 0.71
H51 -8.78 -1.42 0.04
C29 9.61 -7.33 6.13
C30 9.77 -6.43 4.91
C31 9.85 -4.94 5.24
C32 8.60 -4.37 5.92
C33 7.30 -4.54 5.14
C34 7.31 -3.82 3.79
H52 8.68 -7.12 6.67
H53 9.60 -8.38 5.84
H54 10.44 -7.18 6.83
H55 8.95 -6.62 4.21
H56 10.68 -6.71 4.38
H57 10.05 -4.38 4.33
H58 10.71 -4.77 5.90
H59 8.77 -3.30 6.11
H60 8.48 -4.83 6.91
H61 6.48 -4.14 5.74
H62 7.08 -5.60 4.99
H63 7.49 -2.75 3.92
H64 6.35 -3.94 3.29
H65 8.08 -4.22 3.13
C35 -4.94 8.01 -4.94
C36 -6.07 8.60 -5.77
C37 -5.60 9.27 -7.06
C38 -4.66 10.46 -6.86
C39 -5.23 11.59 -6.01
C40 -6.48 12.23 -6.61
H66 -4.24 8.77 -4.60
H67 -5.34 7.51 -4.05
H68 -4.38 7.26 -5.52
H69 -6.64 9.31 -5.16
H70 -6.77 7.80 -6.03
H71 -6.47 9.58 -7.64
H72 -5.09 8.52 -7.67
H73 -4.40 10.86 -7.85
H74 -3.73 10.12 -6.41
H75 -4.46 12.36 -5.89
H76 -5.45 11.23 -5.00
H77 -6.27 12.64 -7.60
H78 -6.83 13.06 -5.98
H79 -7.30 11.52 -6.69
C41 3.00 -1.74 10.69
C42 3.29 -0.78 9.53
C43 3.20 -1.44 8.16
C44 4.20 -2.58 7.92
C45 5.67 -2.18 8.09
C46 6.13 -1.12 7.10
H80 3.73 -2.55 10.73
H81 3.04 -1.21 11.64
H82 2.01 -2.18 10.59
H83 4.28 -0.33 9.67
H84 2.57 0.04 9.57
H85 3.33 -0.68 7.39
H86 2.19 -1.84 8.02
H87 4.05 -2.97 6.91
H88 3.98 -3.41 8.60
H89 6.28 -3.08 7.95
H90 5.86 -1.84 9.11
H91 5.98 -1.46 6.07
H92 7.19 -0.91 7.23
H93 5.59 -0.18 7.23

Löwdin atomic charge list, values in e, 8 entries: atom 1 (C): 0.01, atom 2 (C): -0.12, atom 3 (C): -0.22, atom 4 (C): 0.05, atom 5 (C): -0.13, atom 6 (C): -0.34, atom 7 (C): -0.02, atom 8 (F): -0.01

Entry 3:
The following is a quantum chemistry calculation of 6 unconnected molecules or ions with the total composition C37H40BrF40IN3O6S at a distorted geometry, from the Open Molecules 2025 dataset.

Values from the calculation:
**2S+1**: 1
**Kohn-Sham gap**: 0.33830 hartree
**Charge**: +1

Atoms and positions in Å:
C1 -4.81 -1.45 -1.40
C2 -5.81 -2.53 -1.73
O1 -6.46 -3.04 -0.91
N1 -6.05 -2.91 -3.13
C3 -6.83 -1.85 -3.84
C4 -4.96 -3.40 -3.81
N2 -3.66 -3.34 -3.49
C5 -2.88 -3.95 -4.46
C6 -1.39 -4.03 -4.35
C7 -0.65 -3.43 -5.52
C8 0.84 -3.81 -5.48
I1 -0.87 -1.30 -5.48
C9 -3.77 -4.41 -5.40
Br1 -3.40 -5.36 -6.94
N3 -5.05 -4.07 -4.98
C10 -6.28 -4.40 -5.68
C11 -7.10 -5.49 -4.96
C12 -6.24 -6.47 -4.12
S1 -6.47 -6.36 -2.32
H1 -4.23 -1.13 -2.26
H2 -4.16 -1.84 -0.63
H3 -5.34 -0.59 -0.98
H4 -7.20 -1.16 -3.10
H5 -7.71 -2.30 -4.28
H6 -6.24 -1.33 -4.59
H7 -3.26 -2.93 -2.66
H8 -1.09 -3.53 -3.43
H9 -1.11 -5.08 -4.26
H10 -1.04 -3.76 -6.48
H11 0.98 -4.71 -4.87
H12 1.21 -4.02 -6.47
H13 1.43 -3.03 -5.02
H14 -6.87 -3.50 -5.77
H15 -6.07 -4.71 -6.69
H16 -7.65 -6.06 -5.70
H17 -7.82 -5.00 -4.31
H18 -5.18 -6.39 -4.35
H19 -6.54 -7.48 -4.38
H20 -7.27 -5.29 -2.23
C13 -2.51 3.30 -1.92
C14 -1.84 3.19 -0.55
C15 -0.83 4.27 -0.14
F1 0.21 4.33 -1.00
F2 -0.35 3.96 1.08
F3 -1.29 1.97 -0.40
F4 -2.85 3.29 0.37
O2 -1.98 2.53 -2.99
C16 -0.95 2.98 -3.77
C17 0.33 2.15 -3.60
F5 0.72 2.10 -2.32
F6 1.32 2.72 -4.32
F7 -0.72 4.29 -3.59
F8 -1.34 2.82 -5.05
H21 -3.50 2.86 -1.77
H22 -2.68 4.33 -2.21
H23 -1.31 5.25 -0.09
H24 0.16 1.13 -3.96
C18 1.71 2.27 3.07
C19 1.70 1.49 4.39
C20 2.26 2.18 5.63
F9 3.56 2.52 5.48
F10 2.19 1.32 6.68
F11 2.29 0.29 4.21
F12 0.39 1.26 4.67
O3 2.77 2.03 2.15
C21 3.97 2.68 2.23
C22 5.13 1.72 2.54
F13 4.89 1.03 3.67
F14 6.25 2.45 2.71
F15 3.93 3.72 3.09
F16 4.23 3.19 1.00
H25 0.83 1.92 2.54
H26 1.56 3.34 3.23
H27 1.69 3.08 5.86
H28 5.27 1.03 1.71
C23 3.88 0.33 11.62
C24 3.69 -1.17 11.37
C25 4.93 -2.07 11.35
F17 5.80 -1.70 10.39
F18 4.54 -3.34 11.10
F19 2.96 -1.36 10.26
F20 2.94 -1.63 12.42
O4 3.91 1.20 10.51
C26 5.06 1.46 9.81
C27 4.97 0.94 8.37
F21 4.68 -0.37 8.33
F22 6.18 1.13 7.77
F23 6.15 1.00 10.45
F24 5.18 2.80 9.73
H29 2.98 0.63 12.16
H30 4.71 0.52 12.30
H31 5.43 -2.05 12.32
H32 4.21 1.49 7.81
C28 -0.94 8.05 8.19
C29 -1.96 8.52 7.14
C30 -3.05 7.54 6.69
F25 -2.52 6.43 6.14
F26 -3.81 8.14 5.75
F27 -1.31 9.02 6.06
F28 -2.64 9.56 7.71
O5 0.32 7.59 7.74
C31 0.53 6.30 7.35
C32 0.88 6.20 5.86
F29 -0.06 6.77 5.09
F30 0.96 4.88 5.52
F31 -0.50 5.49 7.67
F32 1.61 5.84 8.01
H33 -0.70 8.95 8.75
H34 -1.40 7.36 8.90
H35 -3.68 7.26 7.54
H36 1.84 6.68 5.66
C33 4.62 -4.41 -11.19
C34 4.58 -5.68 -10.34
C35 3.26 -6.46 -10.25
F33 2.27 -5.71 -9.74
F34 3.44 -7.52 -9.44
F35 5.04 -5.42 -9.10
F36 5.46 -6.55 -10.92
O6 4.47 -3.16 -10.54
C36 3.25 -2.62 -10.27
C37 2.99 -2.51 -8.76
F37 3.13 -3.70 -8.15
F38 1.72 -2.09 -8.55
F39 2.25 -3.27 -10.89
F40 3.25 -1.35 -10.74
H37 5.64 -4.37 -11.58
H38 3.97 -4.49 -12.06
H39 2.97 -6.82 -11.24
H40 3.69 -1.80 -8.31

Löwdin atomic charge list, values in e, 8 entries: atom 1 (C): 0.02, atom 2 (C): -0.46, atom 3 (O): 0.18, atom 4 (N): 0.00, atom 5 (C): 0.02, atom 6 (C): -0.25, atom 7 (N): 0.22, atom 8 (C): -0.25

Entry 4:
The following is a quantum chemistry calculation of a single C4H8O2 molecule at a distorted geometry, from the Open Molecules 2025 dataset.

Values from the calculation:
**2S+1**: 1
**Energy relative to the best compared isomer or geometry (same formula, charge and spin)**: 54.34 kcal/mol
**Kohn-Sham gap**: 0.39790 hartree
**Structure (SMILES)**: C[C@H]1OC[C@H]1O
**Charge**: 0

Atoms and positions in Å:
C1 1.48 0.67 0.17
C2 0.61 -0.58 0.20
O1 -0.18 -0.76 1.38
C3 -1.41 -0.50 0.69
C4 -0.73 -0.41 -0.68
O2 -0.90 0.77 -1.40
H1 1.47 1.21 1.12
H2 2.49 0.49 -0.20
H3 1.05 1.41 -0.56
H4 1.15 -1.50 -0.05
H5 -1.85 0.46 1.01
H6 -2.14 -1.31 0.83
H7 -0.87 -1.28 -1.33
H8 -0.13 1.36 -1.20

natural (NBO) atomic charge list, values in e, 8 entries: atom 1 (C): -0.62, atom 2 (C): 0.08, atom 3 (O): -0.53, atom 4 (C): -0.09, atom 5 (C): 0.06, atom 6 (O): -0.70, atom 7 (H): 0.24, atom 8 (H): 0.23

Entry 5:
The following is a quantum chemistry calculation of a single C23H21N3O3 molecule at a distorted geometry, from the Open Molecules 2025 dataset.

Values from the calculation:
**2S+1**: 1
**Energy relative to the best compared isomer or geometry (same formula, charge and spin)**: 30.88 kcal/mol
**Kohn-Sham gap**: 0.31278 hartree
**Structure (SMILES)**: C/C(=N\NC(=O)c1ccc(O)cc1)c1ccc(NC(=O)Cc2ccccc2)cc1
**Charge**: 0

Atoms and positions in Å:
C1 -1.71 -3.95 0.23
C2 -1.73 -2.45 0.14
N1 -2.78 -1.73 0.02
N2 -4.02 -2.23 -0.06
C3 -5.16 -1.47 -0.10
O1 -6.24 -2.03 -0.06
C4 -5.01 0.00 -0.16
C5 -3.97 0.65 -0.81
C6 -3.90 2.03 -0.82
C7 -4.88 2.79 -0.18
O2 -4.84 4.14 -0.16
C8 -5.94 2.15 0.46
C9 -6.00 0.77 0.46
C10 -0.47 -1.71 0.16
C11 -0.48 -0.34 0.44
C12 0.69 0.40 0.44
C13 1.90 -0.22 0.16
N3 3.12 0.46 0.13
C14 3.37 1.79 0.32
O3 2.53 2.63 0.54
C15 4.85 2.17 0.21
C16 5.79 1.02 0.00
C17 6.33 0.34 1.09
C18 7.18 -0.73 0.90
C19 7.50 -1.15 -0.38
C20 6.97 -0.48 -1.48
C21 6.12 0.60 -1.28
C22 1.92 -1.58 -0.12
C23 0.75 -2.31 -0.12
H1 -1.64 -4.40 -0.76
H2 -2.62 -4.32 0.71
H3 -0.86 -4.28 0.83
H4 -4.19 -3.24 -0.01
H5 -3.21 0.08 -1.33
H6 -3.09 2.53 -1.34
H7 -4.05 4.46 -0.62
H8 -6.69 2.75 0.94
H9 -6.82 0.26 0.94
H10 -1.42 0.14 0.66
H11 0.67 1.46 0.66
H12 3.93 -0.12 -0.06
H13 4.92 2.88 -0.62
H14 5.10 2.71 1.12
H15 6.08 0.66 2.09
H16 7.59 -1.25 1.75
H17 8.16 -1.99 -0.53
H18 7.22 -0.80 -2.48
H19 5.71 1.12 -2.14
H20 2.86 -2.07 -0.35
H21 0.80 -3.37 -0.37

natural (NBO) atomic charge list, values in e, 8 entries: atom 1 (C): -0.69, atom 2 (C): 0.20, atom 3 (N): -0.24, atom 4 (N): -0.44, atom 5 (C): 0.65, atom 6 (O): -0.60, atom 7 (C): -0.14, atom 8 (C): -0.15

Entry 6:
The following is a quantum chemistry calculation of a single C11H18N2OS molecule at a distorted geometry, from the Open Molecules 2025 dataset.

Values from the calculation:
**2S+1**: 1
**Energy relative to the best compared isomer or geometry (same formula, charge and spin)**: 0.00 kcal/mol
**Kohn-Sham gap**: 0.31947 hartree
**Structure (SMILES)**: CC[C@]1(C)C[C@@H](c2csc(N)n2)CCO1
**Charge**: 0

Atoms and positions in Å:
C1 4.31 -1.72 0.61
C2 3.22 -0.70 0.31
C3 2.21 -1.18 -0.75
C4 2.90 -1.35 -2.11
C5 1.06 -0.15 -0.87
C6 -0.04 -0.48 0.14
C7 -1.07 0.60 0.21
C8 -1.78 1.11 -0.82
S1 -2.88 2.34 -0.28
C9 -2.27 2.05 1.35
N1 -2.71 2.81 2.39
N2 -1.37 1.14 1.43
C10 -0.66 -1.83 -0.24
C11 0.44 -2.77 -0.77
O1 1.71 -2.43 -0.29
H1 4.99 -1.82 -0.22
H2 3.86 -2.68 0.83
H3 4.89 -1.40 1.48
H4 2.66 -0.50 1.23
H5 3.66 0.24 -0.03
H6 3.35 -0.41 -2.43
H7 2.18 -1.66 -2.87
H8 3.67 -2.12 -2.05
H9 1.45 0.85 -0.70
H10 0.64 -0.17 -1.88
H11 0.41 -0.56 1.13
H12 -1.74 0.86 -1.86
H13 -3.59 3.27 2.29
H14 -2.48 2.46 3.31
H15 -1.14 -2.27 0.64
H16 -1.43 -1.69 -1.00
H17 0.43 -2.76 -1.87
H18 0.27 -3.80 -0.45

natural (NBO) atomic charge list, values in e, 8 entries: atom 1 (C): -0.61, atom 2 (C): -0.41, atom 3 (C): 0.28, atom 4 (C): -0.64, atom 5 (C): -0.42, atom 6 (C): -0.24, atom 7 (C): 0.17, atom 8 (C): -0.48

Entry 7:
The following is a quantum chemistry calculation of a single C27H32N4O6 molecule, from the Open Molecules 2025 dataset.

Values from the calculation:
**2S+1**: 1
**Energy relative to the best compared isomer or geometry (same formula, charge and spin)**: 36.41 kcal/mol
**Kohn-Sham gap**: 0.29404 hartree
**Structure (SMILES)**: CCOc1cc(N2CCOCC2)c(OCC)cc1NC(=O)CN1C(=O)N[C@@]2(CCc3ccccc32)C1=O
**Charge**: 0

Atoms and positions in Å:
C1 -1.41 -1.14 5.67
C2 -0.31 -0.17 5.27
O1 -0.28 0.10 3.89
C3 0.17 -0.87 3.01
C4 0.82 -2.03 3.38
C5 1.26 -2.97 2.43
N1 1.95 -4.12 2.80
C6 2.44 -4.30 4.15
C7 1.40 -4.98 5.04
O2 0.99 -6.21 4.49
C8 0.48 -6.04 3.18
C9 1.51 -5.40 2.26
C10 1.04 -2.67 1.07
O3 1.47 -3.51 0.06
C11 2.87 -3.50 -0.17
C12 3.36 -2.18 -0.76
C13 0.38 -1.51 0.71
C14 -0.07 -0.60 1.66
N2 -0.74 0.59 1.34
C15 -0.95 1.14 0.13
O4 -0.59 0.70 -0.93
C16 -1.74 2.47 0.23
N3 -2.00 2.95 -1.10
C17 -2.95 2.34 -1.93
O5 -3.78 1.54 -1.57
N4 -2.79 2.89 -3.15
C18 -1.63 3.74 -3.24
C19 -1.90 5.13 -3.86
C20 -0.64 5.49 -4.67
C21 0.03 4.17 -4.90
C22 1.07 3.86 -5.76
C23 1.56 2.56 -5.77
C24 1.04 1.59 -4.94
C25 -0.01 1.89 -4.07
C26 -0.50 3.18 -4.08
C27 -1.17 3.80 -1.78
O6 -0.29 4.46 -1.31
H1 -2.38 -0.74 5.37
H2 -1.41 -1.28 6.75
H3 -1.28 -2.10 5.19
H4 0.67 -0.52 5.62
H5 -0.49 0.81 5.73
H6 0.98 -2.24 4.42
H7 2.76 -3.35 4.57
H8 3.31 -4.96 4.08
H9 1.82 -5.22 6.02
H10 0.52 -4.33 5.17
H11 0.20 -7.03 2.83
H12 -0.42 -5.40 3.22
H13 1.09 -5.26 1.26
H14 2.39 -6.05 2.19
H15 3.40 -3.72 0.76
H16 3.03 -4.32 -0.88
H17 2.81 -1.95 -1.67
H18 4.42 -2.25 -0.99
H19 3.20 -1.37 -0.05
H20 0.22 -1.31 -0.34
H21 -1.06 1.08 2.17
H22 -1.15 3.22 0.76
H23 -2.69 2.29 0.74
H24 -3.23 2.51 -3.97
H25 -2.12 5.87 -3.10
H26 -2.77 5.04 -4.52
H27 -0.88 6.00 -5.60
H28 0.02 6.13 -4.09
H29 1.50 4.62 -6.40
H30 2.38 2.31 -6.44
H31 1.44 0.59 -4.95
H32 -0.41 1.15 -3.40

natural (NBO) atomic charge list, values in e, 8 entries: atom 1 (C): -0.64, atom 2 (C): -0.06, atom 3 (O): -0.53, atom 4 (C): 0.35, atom 5 (C): -0.39, atom 6 (C): 0.21, atom 7 (N): -0.46, atom 8 (C): -0.25

Entry 8:
The following is a quantum chemistry calculation of 13 unconnected molecules or ions with the total composition CH28O13 at a distorted geometry, from the Open Molecules 2025 dataset.

Values from the calculation:
**2S+1**: 1
**Energy relative to the best compared isomer or geometry (same formula, charge and spin)**: 107.99 kcal/mol
**Kohn-Sham gap**: 0.33447 hartree
**Charge**: 0

Atoms and positions in Å:
O1 -51.73 -12.92 -8.08
H1 -52.49 -13.57 -8.09
H2 -51.68 -12.45 -7.22
H3 -50.79 -13.23 -8.24
C1 -49.10 -13.72 -9.41
O2 -49.40 -14.01 -8.06
H4 -49.05 -12.50 -9.54
H5 -49.98 -14.16 -10.01
H6 -48.19 -14.34 -9.80
O3 -49.74 -13.93 -13.14
H7 -49.16 -14.65 -12.72
H8 -50.49 -14.44 -13.42
O4 -48.54 -10.06 -8.73
H9 -48.69 -10.72 -8.00
H10 -47.56 -9.93 -8.69
O5 -48.81 -11.76 -6.64
H11 -48.01 -11.97 -6.12
H12 -48.89 -12.52 -7.35
O6 -47.27 -15.62 -7.60
H13 -46.63 -15.87 -8.22
H14 -48.02 -15.25 -8.11
O7 -45.73 -13.31 -9.36
H15 -45.54 -12.41 -9.91
H16 -46.54 -13.06 -8.86
O8 -52.49 -13.56 -11.05
H17 -52.07 -14.45 -10.94
H18 -51.82 -13.09 -11.61
O9 -50.52 -16.54 -8.40
H19 -50.22 -15.59 -8.35
H20 -50.86 -16.69 -9.28
O10 -45.99 -16.52 -10.15
H21 -46.41 -16.09 -10.81
H22 -45.04 -16.58 -10.49
O11 -50.97 -11.17 -12.07
H23 -50.26 -11.68 -11.72
H24 -50.97 -11.32 -13.00
O12 -49.24 -15.14 -5.54
H25 -49.47 -14.89 -6.42
H26 -50.01 -15.35 -5.00
O13 -48.12 -10.73 -10.87
H27 -47.94 -11.61 -10.91
H28 -48.37 -10.59 -9.94

natural (NBO) atomic charge list, values in e, 8 entries: atom 1 (O): -0.80, atom 2 (H): 0.57, atom 3 (H): 0.55, atom 4 (H): 0.56, atom 5 (C): -0.32, atom 6 (O): -0.99, atom 7 (H): 0.16, atom 8 (H): 0.14